No. 1
Molecular formula: C18H40N4O36S7
Method: DFT, wB97M-V/def2-TZVPD

Results
calculated total energy = -6424.0897 a.u.
frontier orbital gap = 10.48 eV
HOMO level = -10.88 eV
net charge = 0

```
105
C18H40N4O36S7 (wB97M-V/def2-TZVPD)
C -1.18 5.65 1.43
N -1.49 5.54 2.95
O -1.12 6.32 3.85
O -2.24 4.62 3.20
H -2.04 5.45 0.79
H -0.38 4.94 1.21
H -0.84 6.67 1.21
C 3.71 -0.88 3.90
N 4.88 -1.28 2.94
O 4.92 -0.72 1.86
O 5.59 -2.23 3.28
H 3.62 -1.62 4.69
H 2.78 -0.97 3.34
H 3.78 0.15 4.25
C 0.50 -3.52 4.19
N 1.47 -3.70 3.01
O 2.36 -4.54 3.13
O 1.24 -3.05 2.02
H -0.47 -3.64 3.72
H 0.80 -2.52 4.49
H 0.78 -4.20 5.00
C 3.17 3.38 3.13
N 2.50 4.70 3.38
O 2.86 5.61 2.66
O 1.61 4.81 4.18
H 3.31 3.40 2.05
H 2.45 2.62 3.46
H 4.03 3.31 3.79
C -3.91 -0.42 -2.76
C -4.25 -0.52 -4.28
O -4.53 -1.91 -4.45
S -3.94 -2.92 -3.17
O -2.49 -3.26 -3.26
O -4.87 -3.96 -2.78
O -4.18 -1.67 -2.18
H -4.40 0.42 -2.27
H -2.85 -0.20 -2.66
H -3.46 -0.26 -4.98
H -5.14 0.06 -4.54
C -1.78 1.56 5.06
C -1.74 2.11 6.50
O -1.08 1.19 7.31
S -0.95 -0.33 6.57
O -1.72 -1.29 7.40
O 0.42 -0.63 6.22
O -1.89 0.18 5.24
H -0.84 1.92 4.64
H -2.61 1.90 4.43
H -2.76 2.02 6.85
H -1.43 3.16 6.61
C 0.17 -3.38 -6.01
C 1.62 -3.08 -6.18
O 2.08 -2.64 -4.90
S 0.89 -1.71 -4.17
O 0.94 -0.32 -4.72
O 0.93 -2.01 -2.72
O -0.34 -2.57 -4.97
H -0.07 -4.44 -5.94
H -0.22 -3.07 -6.98
H 1.75 -2.23 -6.85
H 2.22 -3.95 -6.43
C -2.62 -5.41 -0.75
C -3.24 -4.41 0.20
O -2.87 -4.74 1.56
S -1.77 -5.94 1.64
O -2.03 -6.91 2.69
O -0.36 -5.39 1.60
O -2.25 -6.45 0.11
H -1.76 -5.09 -1.33
H -3.32 -5.78 -1.50
H -4.33 -4.38 0.14
H -2.80 -3.48 -0.18
C -2.48 4.85 -3.16
C -1.63 3.72 -2.41
O -1.46 2.69 -3.28
S -2.16 2.89 -4.72
O -3.48 2.27 -4.83
O -1.21 2.73 -5.79
O -2.42 4.54 -4.47
H -2.12 5.85 -2.89
H -3.51 4.71 -2.84
H -2.25 3.38 -1.57
H -0.70 4.00 -1.92
C 5.03 0.24 -1.54
C 4.05 1.38 -1.24
O 3.75 1.89 -2.48
S 4.55 1.07 -3.74
O 5.86 1.67 -3.88
O 3.70 0.93 -4.88
O 4.72 -0.24 -2.82
H 4.78 -0.54 -0.83
H 6.08 0.52 -1.42
H 4.60 2.25 -0.87
H 3.27 1.06 -0.55
C -0.05 -0.69 -0.04
C 0.21 0.45 -0.99
O 0.53 1.65 -0.31
S 0.81 1.31 1.26
O 0.23 2.22 2.26
O 2.24 0.84 1.42
O -0.14 -0.04 1.19
H 0.86 -1.29 -0.01
H -0.96 -1.24 -0.30
H -0.63 0.70 -1.65
H 1.09 0.17 -1.57
```

***

No. 2
Molecular formula: C18H40NO8P2
Method: DFT, wB97M-V/def2-TZVPD

Results
calculated total energy = -2049.1180 a.u.
2S+1 = 2
frontier orbital gap (alpha / beta) = 9.08 / 8.50 eV
HOMO level (alpha / beta) = -8.84 / -8.84 eV
⟨S²⟩ = 0.754
net charge = 0

```
69
C18H40NO8P2 (wB97M-V/def2-TZVPD)
C -1.15 3.10 2.96
C -1.18 3.84 1.54
C -1.76 5.26 1.85
C 0.29 4.03 1.06
C 0.86 2.89 0.14
C 2.17 3.49 -0.54
C 3.14 4.16 0.50
C 4.65 4.05 0.10
O 4.84 3.88 -1.30
P 1.43 1.35 1.04
P 0.02 -0.28 0.82
O 0.60 -1.44 1.60
O -0.16 -0.79 -0.76
O -1.48 0.04 1.54
C -0.15 2.65 -1.04
C -1.65 3.00 -0.75
C -2.49 1.84 -1.42
C -2.10 4.30 -1.52
N -2.02 3.00 0.67
O -3.28 3.18 0.87
H -1.69 3.72 3.69
H -1.73 2.16 2.90
H -0.12 2.91 3.31
H -1.60 5.98 1.03
H -1.15 5.65 2.69
H -2.80 5.24 2.22
H 0.92 4.13 1.96
H 0.38 5.01 0.54
H 1.91 4.27 -1.28
H 2.70 2.65 -1.00
H 3.00 3.81 1.54
H 2.90 5.24 0.50
H 5.14 3.18 0.58
H 5.21 4.95 0.41
H 4.38 4.57 -1.78
H 1.36 1.67 2.43
H -1.03 -1.20 -0.83
H -2.09 0.43 0.90
H 0.17 3.30 -1.87
H -0.09 1.62 -1.45
H -3.57 1.99 -1.31
H -2.12 0.84 -1.12
H -2.27 1.93 -2.51
H -3.10 4.09 -1.95
H -1.45 4.53 -2.37
H -2.24 5.16 -0.85
C -0.84 -9.03 -1.34
O -0.26 -7.75 -1.35
C -0.89 -6.89 -2.29
C -0.61 -5.43 -1.96
O -1.43 -4.93 -0.91
C -1.12 -5.36 0.41
C 0.14 -4.72 0.97
O 1.30 -5.37 0.46
C 2.44 -4.54 0.54
H -0.74 -9.52 -2.31
H -0.31 -9.63 -0.59
H -1.89 -8.97 -1.05
H -1.97 -7.06 -2.30
H -0.48 -7.12 -3.29
H -0.87 -4.84 -2.84
H 0.45 -5.26 -1.75
H -1.08 -6.45 0.46
H -1.96 -5.04 1.02
H 0.15 -4.82 2.06
H 0.15 -3.66 0.70
H 2.30 -3.64 -0.07
H 3.28 -5.10 0.14
H 2.65 -4.26 1.57
```

***

No. 3
Molecular formula: C18H40O34S8
Method: DFT, wB97M-V/def2-TZVPD

Results
calculated total energy = -6453.2648 a.u.
frontier orbital gap = 10.42 eV
HOMO level = -10.40 eV
net charge = 0

```
100
C18H40O34S8 (wB97M-V/def2-TZVPD)
C 2.75 -1.17 -3.28
O 2.63 -2.08 -2.16
H 2.58 -0.14 -2.74
H 3.75 -1.22 -3.75
H 1.94 -1.33 -4.00
H 3.49 -2.00 -1.74
C 3.47 3.04 -3.87
O 2.55 2.18 -3.18
H 4.30 3.25 -3.16
H 3.87 2.45 -4.65
H 3.06 4.01 -4.19
H 1.88 2.68 -2.72
C -1.25 -1.91 3.92
C -2.38 -1.88 5.01
O -2.95 -0.62 4.86
S -1.76 0.39 4.73
O -0.99 0.39 5.92
O -2.23 1.59 4.08
O -1.03 -0.48 3.62
H -1.76 -2.36 3.05
H -0.31 -2.39 4.13
H -1.97 -2.01 6.00
H -3.23 -2.51 4.77
C -0.69 4.45 2.53
C -1.23 4.83 1.07
O -0.10 4.74 0.19
S 1.11 5.12 1.04
O 1.06 6.49 1.46
O 2.29 4.59 0.42
O 0.75 4.24 2.33
H -1.12 3.52 2.92
H -0.91 5.23 3.24
H -1.73 5.84 0.98
H -1.96 4.03 0.83
C -3.71 -0.06 0.87
C -4.67 0.35 1.94
O -5.43 -0.90 2.20
S -4.69 -2.13 1.74
O -5.45 -2.71 0.71
O -4.33 -2.82 2.96
O -3.37 -1.45 1.28
H -2.81 0.47 0.93
H -4.10 -0.16 -0.17
H -5.42 1.10 1.83
H -4.21 0.60 2.87
C -0.69 1.28 -3.47
C -0.31 1.48 -4.96
O -0.51 2.96 -5.15
S -1.47 3.53 -4.10
O -2.82 3.09 -4.39
O -1.19 4.90 -3.85
O -0.93 2.60 -2.91
H 0.07 0.87 -2.87
H -1.56 0.63 -3.28
H -0.95 0.84 -5.59
H 0.73 1.35 -5.18
C 3.63 -1.43 4.43
C 4.04 -0.09 4.95
O 4.72 0.47 3.78
S 5.52 -0.64 2.96
O 6.86 -0.71 3.44
O 5.18 -0.63 1.62
O 4.73 -1.87 3.59
H 2.79 -1.18 3.79
H 3.49 -2.31 5.01
H 4.64 -0.31 5.84
H 3.21 0.58 5.19
C -3.60 -1.94 -5.42
C -3.80 -3.30 -4.63
O -2.70 -3.25 -3.77
S -1.47 -2.62 -4.47
O -0.92 -3.54 -5.38
O -0.69 -1.88 -3.56
O -2.23 -1.54 -5.31
H -4.25 -1.16 -4.95
H -3.88 -1.96 -6.45
H -3.78 -4.19 -5.29
H -4.66 -3.43 -4.00
C 1.47 -4.53 -0.49
C 0.10 -3.84 -0.55
O 0.07 -3.03 0.74
S 1.42 -3.23 1.60
O 1.14 -3.56 2.95
O 2.30 -2.14 1.30
O 1.83 -4.60 0.91
H 2.13 -4.01 -1.13
H 1.43 -5.56 -0.76
H -0.68 -4.53 -0.50
H 0.01 -3.18 -1.39
C 2.43 1.20 0.03
C 2.14 1.18 1.54
O 0.73 0.89 1.72
S -0.05 0.97 0.36
O -1.10 1.92 0.58
O -0.29 -0.33 -0.22
O 1.13 1.66 -0.49
H 2.72 0.27 -0.46
H 3.10 2.02 -0.24
H 2.32 2.14 1.96
H 2.77 0.44 2.06
```

***

no.,maximum force (eV/Å)
1,4.576
2,4.373
3,3.963